The following is a DFT calculation (the ωB97M-V functional and the def2-TZVPD basis) of a 7-piece molecular cluster, C48H105N2O18S6 overall at a distorted geometry.

Bonds (Å) are listed after each position.
Positions of all 179 atoms, in Å:
1 C -6.215 -2.065 -0.145  C2 1.527, H33 1.093, H34 1.089, H35 1.090
2 C -7.021 -2.650 -1.302  C1 1.527, C3 1.534, H36 1.090, H37 1.092
3 C -7.821 -3.893 -0.891  C2 1.534, C4 1.540, H38 1.089, H39 1.093
4 C -6.957 -4.980 -0.224  C3 1.540, C5 1.538, H40 1.091, H41 1.091
5 C -7.054 -5.049 1.309  C4 1.538, C6 1.527, H42 1.093, H43 1.092
6 C -7.132 -6.480 1.836  C5 1.527, C7 1.528, H44 1.093, H45 1.093
7 C -7.104 -6.578 3.360  C6 1.528, C8 1.531, H46 1.095, H47 1.092
8 C -5.799 -6.111 4.011  C7 1.531, C9 1.536, H48 1.092, H49 1.090
9 C -4.560 -6.933 3.626  C8 1.536, C10 1.539, H50 1.091, H51 1.091
10 C -3.278 -6.098 3.456  C9 1.539, C11 1.545, H52 1.091, H53 1.091
11 C -2.352 -6.045 4.692  C10 1.545, C12 1.528, H54 1.090, H55 1.091
12 C -0.909 -6.419 4.355  C11 1.528, C13 1.529, H56 1.094, H57 1.092
13 C 0.099 -6.062 5.448  C12 1.529, C14 1.531, H58 1.093, H59 1.094
14 C 0.354 -4.564 5.640  C13 1.531, C15 1.544, H60 1.089, H61 1.091
15 C 0.811 -3.832 4.360  C14 1.544, C16 1.548, H62 1.091, H63 1.090
16 C 2.263 -3.297 4.396  C15 1.548, C17 1.527, H64 1.094, H65 1.087
17 C 2.995 -3.612 3.093  C16 1.527, C18 1.529, H66 1.091, H67 1.092
18 C 2.327 -2.901 1.915  C17 1.529, N19 1.470, H68 1.083, H69 1.086
19 N 3.175 -2.860 0.715  C18 1.470, C20 1.361, C27 1.375
20 C 4.054 -1.837 0.534  N19 1.361, N21 1.363, C24 1.377
21 N 4.194 -0.870 1.483  C20 1.363, C22 1.484, H70 1.007
22 C 4.525 0.508 1.041  N21 1.484, C23 1.523, H71 1.087, H72 1.087
23 C 3.542 1.070 0.022  C22 1.523, H73 1.091, H74 1.089, H75 1.090
24 C 4.860 -1.844 -0.583  C20 1.377, C25 1.361, H76 1.078
25 C 4.755 -2.847 -1.497  C24 1.361, C26 1.391, H77 1.080
26 C 3.852 -3.884 -1.284  C25 1.391, C27 1.345, H78 1.078
27 C 3.078 -3.896 -0.184  N19 1.375, C26 1.345, C28 1.503
28 C 2.060 -4.975 0.057  C27 1.503, C29 1.555, C30 1.528, H79 1.088
29 C 0.667 -4.495 -0.440  C28 1.555, H80 1.088, H81 1.089, H82 1.088
30 C 2.452 -6.318 -0.557  C28 1.528, C31 1.526, H83 1.091, H84 1.094
31 C 1.549 -7.435 -0.039  C30 1.526, C32 1.540, H85 1.089, H86 1.091
32 C 1.782 -7.769 1.447  C31 1.540, H87 1.091, H88 1.091, H89 1.087
33 H -6.850 -1.995 0.742  C1 1.093
34 H -5.849 -1.065 -0.374  C1 1.089
35 H -5.358 -2.686 0.116  C1 1.090
36 H -7.714 -1.884 -1.651  C2 1.090
37 H -6.363 -2.930 -2.127  C2 1.092
38 H -8.309 -4.306 -1.772  C3 1.089
39 H -8.597 -3.564 -0.195  C3 1.093
40 H -5.914 -4.803 -0.490  C4 1.091
41 H -7.234 -5.948 -0.642  C4 1.091
42 H -6.163 -4.580 1.733  C5 1.093
43 H -7.909 -4.476 1.676  C5 1.092
44 H -8.053 -6.941 1.468  C6 1.093
45 H -6.312 -7.052 1.394  C6 1.093
46 H -7.906 -5.940 3.745  C7 1.095
47 H -7.353 -7.593 3.677  C7 1.092
48 H -5.939 -6.161 5.094  C8 1.092
49 H -5.645 -5.061 3.764  C8 1.090
50 H -4.406 -7.733 4.352  C9 1.091
51 H -4.759 -7.435 2.678  C9 1.091
52 H -3.588 -5.081 3.209  C10 1.091
53 H -2.721 -6.478 2.598  C10 1.091
54 H -2.740 -6.731 5.445  C11 1.090
55 H -2.377 -5.038 5.112  C11 1.091
56 H -0.863 -7.500 4.196  C12 1.094
57 H -0.650 -5.968 3.394  C12 1.092
58 H -0.285 -6.467 6.387  C13 1.093
59 H 1.039 -6.586 5.254  C13 1.094
60 H -0.553 -4.099 6.024  C14 1.089
61 H 1.126 -4.444 6.402  C14 1.091
62 H 0.747 -4.537 3.530  C15 1.091
63 H 0.128 -3.009 4.151  C15 1.090
64 H 2.234 -2.209 4.499  C16 1.094
65 H 2.805 -3.718 5.239  C16 1.087
66 H 2.977 -4.693 2.941  C17 1.091
67 H 4.041 -3.305 3.146  C17 1.092
68 H 1.390 -3.374 1.647  C18 1.083
69 H 2.056 -1.899 2.232  C18 1.086
70 H 3.395 -0.817 2.094  N21 1.007
71 H 4.466 1.118 1.938  C22 1.087
72 H 5.556 0.558 0.702  C22 1.087
73 H 2.520 0.778 0.269  C23 1.091
74 H 3.576 2.158 0.034  C23 1.089
75 H 3.758 0.756 -0.999  C23 1.090
76 H 5.574 -1.051 -0.733  C24 1.078
77 H 5.367 -2.824 -2.386  C25 1.080
78 H 3.770 -4.674 -2.012  C26 1.078
79 H 1.990 -5.141 1.130  C28 1.088
80 H 0.356 -5.083 -1.301  C29 1.088
81 H -0.094 -4.614 0.330  C29 1.089
82 H 0.681 -3.448 -0.737  C29 1.088
83 H 3.497 -6.552 -0.352  C30 1.091
84 H 2.338 -6.261 -1.643  C30 1.094
85 H 1.695 -8.321 -0.654  C31 1.089
86 H 0.505 -7.155 -0.182  C31 1.091
87 H 0.952 -7.424 2.065  C32 1.091
88 H 2.681 -7.283 1.829  C32 1.091
89 H 1.872 -8.840 1.603  C32 1.087
90 O 4.490 3.356 3.402  S91 1.436
91 S 3.392 3.925 4.132  O90 1.436, O92 1.428, O93 1.577, C96 1.760
92 O 2.504 4.832 3.477  S91 1.428
93 O 3.939 4.560 5.468  S91 1.577, C94 1.454
94 C 5.005 5.545 5.374  O93 1.454, C95 1.513, H97 1.090, H98 1.087
95 C 4.520 6.893 4.890  C94 1.513, H99 1.089, H100 1.090, H101 1.089
96 C 2.448 2.635 4.870  S91 1.760, H102 1.087, H103 1.088, H104 1.086
97 H 5.797 5.143 4.742  C94 1.090
98 H 5.387 5.611 6.390  C94 1.087
99 H 4.175 6.851 3.858  C95 1.089
100 H 5.339 7.610 4.947  C95 1.090
101 H 3.696 7.250 5.506  C95 1.089
102 H 3.120 1.950 5.379  C96 1.087
103 H 1.920 2.135 4.061  C96 1.088
104 H 1.738 3.077 5.563  C96 1.086
105 O 5.433 -1.030 -3.907  S106 1.439
106 S 5.965 0.279 -4.179  O105 1.439, O107 1.428, O108 1.571, C111 1.761
107 O 5.065 1.312 -4.579  S106 1.428
108 O 7.156 0.146 -5.195  S106 1.571, C109 1.460
109 C 6.924 -0.574 -6.443  O108 1.460, C110 1.512, H112 1.090, H113 1.087
110 C 6.102 0.221 -7.432  C109 1.512, H114 1.089, H115 1.090, H116 1.089
111 C 6.905 0.845 -2.801  S106 1.761, H117 1.087, H118 1.089, H119 1.086
112 H 6.466 -1.535 -6.210  C109 1.090
113 H 7.924 -0.756 -6.828  C109 1.087
114 H 5.084 0.383 -7.078  C110 1.089
115 H 6.056 -0.322 -8.375  C110 1.090
116 H 6.554 1.196 -7.609  C110 1.089
117 H 7.598 0.065 -2.495  C111 1.087
118 H 6.193 1.072 -2.009  C111 1.089
119 H 7.435 1.747 -3.092  C111 1.086
120 O -5.105 1.510 0.406  S121 1.434
121 S -6.166 2.151 1.126  O120 1.434, O122 1.428, O123 1.586, C126 1.758
122 O -7.303 2.647 0.418  S121 1.428
123 O -5.543 3.300 2.025  S121 1.586, C124 1.449
124 C -4.710 4.290 1.373  O123 1.449, C125 1.513, H127 1.091, H128 1.088
125 C -5.502 5.308 0.580  C124 1.513, H129 1.088, H130 1.090, H131 1.090
126 C -6.713 1.111 2.434  S121 1.758, H132 1.086, H133 1.088, H134 1.086
127 H -3.975 3.774 0.752  C124 1.091
128 H -4.177 4.766 2.193  C124 1.088
129 H -6.009 4.858 -0.270  C125 1.088
130 H -4.833 6.078 0.197  C125 1.090
131 H -6.260 5.778 1.206  C125 1.090
132 H -5.850 0.747 2.984  C126 1.086
133 H -7.249 0.287 1.969  C126 1.088
134 H -7.380 1.681 3.075  C126 1.086
135 O 10.055 -0.429 -7.802  S136 1.435
136 S 11.278 0.039 -8.388  O135 1.435, O137 1.428, O138 1.584, C141 1.757
137 O 11.576 -0.309 -9.741  S136 1.428
138 O 12.480 -0.376 -7.444  S136 1.584, C139 1.449
139 C 12.600 -1.771 -7.072  O138 1.449, C140 1.514, H142 1.091, H143 1.088
140 C 13.131 -2.639 -8.193  C139 1.514, H144 1.088, H145 1.090, H146 1.089
141 C 11.415 1.779 -8.188  S136 1.757, H147 1.086, H148 1.088, H149 1.086
142 H 11.632 -2.122 -6.710  C139 1.091
143 H 13.289 -1.761 -6.231  C139 1.088
144 H 12.431 -2.695 -9.024  C140 1.088
145 H 13.301 -3.648 -7.818  C140 1.090
146 H 14.071 -2.242 -8.573  C140 1.089
147 H 11.203 2.035 -7.154  C141 1.086
148 H 10.682 2.226 -8.855  C141 1.088
149 H 12.419 2.081 -8.473  C141 1.086
150 O -6.752 6.791 -2.104  S151 1.434
151 S -7.184 7.681 -3.141  O150 1.434, O152 1.429, O153 1.587, C156 1.755
152 O -8.517 8.195 -3.113  S151 1.429
153 O -6.907 6.986 -4.541  S151 1.587, C154 1.448
154 C -7.430 5.651 -4.741  O153 1.448, C155 1.514, H157 1.091, H158 1.088
155 C -8.925 5.629 -4.979  C154 1.514, H159 1.088, H160 1.090, H161 1.090
156 C -6.045 9.006 -3.307  S151 1.755, H162 1.086, H163 1.089, H164 1.086
157 H -7.147 5.031 -3.889  C154 1.091
158 H -6.894 5.286 -5.614  C154 1.088
159 H -9.476 5.949 -4.096  C155 1.088
160 H -9.236 4.614 -5.229  C155 1.090
161 H -9.192 6.293 -5.800  C155 1.090
162 H -5.038 8.602 -3.341  C156 1.086
163 H -6.167 9.643 -2.432  C156 1.089
164 H -6.277 9.562 -4.211  C156 1.086
165 O -2.119 11.271 0.058  S166 1.430
166 S -3.375 10.637 0.316  O165 1.430, O167 1.431, O168 1.583, C171 1.759
167 O -4.473 10.845 -0.579  S166 1.431
168 O -3.827 10.972 1.796  S166 1.583, C169 1.450
169 C -3.876 12.368 2.188  O168 1.450, C170 1.513, H172 1.091, H173 1.087
170 C -5.069 13.101 1.616  C169 1.513, H174 1.088, H175 1.090, H176 1.090
171 C -3.143 8.908 0.534  S166 1.759, H177 1.086, H178 1.088, H179 1.087
172 H -2.934 12.843 1.910  C169 1.091
173 H -3.926 12.334 3.274  C169 1.087
174 H -5.009 13.183 0.532  C170 1.088
175 H -5.107 14.107 2.034  C170 1.090
176 H -5.994 12.582 1.863  C170 1.090
177 H -2.326 8.746 1.231  C171 1.086
178 H -2.899 8.502 -0.445  C171 1.088
179 H -4.071 8.476 0.901  C171 1.087

Properties
**Energy relative to the best compared isomer or geometry (same formula, charge and spin)**: 0.00 kJ/mol
**Lowest unoccupied orbital energy**: -2.73 eV
**Kohn-Sham gap**: 8.9 eV
**Molar mass**: 1190.766 g/mol
**Total charge**: +1